[1]
ORCA calculation (ωB97M-V/def2-TZVPD) on 2 unconnected molecules or ions with the total composition C6H7ClN4O2.

```
! wB97M-V def2-TZVPD RIJCOSX def2/J DEFGRID3
* xyz 0 1
C -0.97 2.91 0.36
C -1.72 1.72 0.21
C 0.40 2.80 0.26
C 0.18 0.66 -0.09
C 1.01 -2.17 0.38
C 1.30 -3.62 0.01
N -1.09 0.55 -0.05
N 1.00 1.64 0.02
N -3.06 1.69 0.26
N 1.47 -1.24 -0.48
O 0.52 -1.86 1.44
O 1.64 -1.51 -1.82
Cl 1.41 4.17 0.43
H -1.46 3.85 0.56
H 2.14 -3.97 0.59
H 0.43 -4.21 0.27
H 1.51 -3.72 -1.05
H -3.58 2.49 0.57
H -3.50 0.78 0.23
H 2.38 -0.96 -2.10
*
```

Computed properties:
E_LUMO (alpha / beta) ... -0.33 / -0.22 eV
Kohn-Sham gap (alpha / beta) ... 8.054 / 8.261 eV
Molar mass ... 202.601 g/mol

Results of the Löwdin charge analysis, in e, for atoms 1 through 5:
1. C -0.032
2. C -0.360
3. C -0.743
4. C -0.104
5. C -0.591

---

[2]
ORCA calculation (ωB97M-V/def2-TZVPD) on a molecular structure, C4H4N2O2.

```
! wB97M-V def2-TZVPD RIJCOSX def2/J DEFGRID3
* xyz 0 1
C 0.24 0.41 -0.24
C 1.34 -0.17 -1.18
C 2.09 -0.75 -1.94
C -0.70 -0.71 0.16
H -0.18 2.94 1.68
H -1.08 1.38 1.99
H 2.79 -1.85 -2.26
H -1.05 -2.60 0.01
N -0.59 2.02 1.35
N 0.13 1.59 0.32
O -0.52 -1.90 -0.30
O -1.36 -0.32 1.06
*
```

Computed properties:
E_LUMO ... 0.44 eV
ΔE to the lowest compared entry with this formula, charge and spin ... 554.7 kJ/mol
Kohn-Sham gap ... 9.171 eV
Molar mass ... 112.088 g/mol

Results of the Löwdin charge analysis, in e, for atoms 1 through 5:
1. C -0.191
2. C -0.103
3. C 0.013
4. C -0.528
5. H 0.139

---

[3]
ORCA calculation (ωB97M-V/def2-TZVPD) on 3 unconnected molecules or ions with the total composition C4H17N2O2.

```
! wB97M-V def2-TZVPD RIJCOSX def2/J DEFGRID3
* xyz 2 2
C 1.11 -0.24 1.09
N 1.10 1.18 1.32
C -0.47 -0.65 0.72
N -0.54 -1.65 -0.28
C -1.68 -1.45 -1.23
C -1.14 -1.01 2.00
H 1.41 -0.80 1.87
H 1.72 -0.38 0.12
H 0.98 1.26 2.36
H 1.93 1.68 1.05
H -0.85 0.24 0.31
H -0.43 -2.64 0.19
H 0.25 -1.45 -0.89
H -2.25 -2.33 -1.44
H -1.29 -1.15 -2.19
H -2.59 -0.86 -0.99
H -1.08 -0.20 2.69
H -0.69 -1.93 2.54
H -2.26 -1.35 1.84
H 0.00 2.17 0.17
H 0.75 3.31 -0.18
O 0.17 2.73 -0.65
H 0.78 0.84 -3.25
H 1.15 1.13 -1.74
O 1.29 0.50 -2.49
*
```

Computed properties:
E_LUMO (alpha / beta) ... -7.07 / -13.64 eV
ΔE to the lowest compared entry with this formula, charge and spin ... 316.2 kJ/mol
Kohn-Sham gap (alpha / beta) ... 11.464 / 4.893 eV
Molar mass ... 125.192 g/mol

Results of the Löwdin charge analysis, in e, for atoms 1 through 5:
1. C -0.044
2. N 0.232
3. C -0.336
4. N 0.053
5. C 0.036

---

[4]
ORCA calculation (ωB97M-V/def2-TZVPD) on a molecular structure, C4H6N2O.

```
! wB97M-V def2-TZVPD RIJCOSX def2/J DEFGRID3
* xyz 0 1
N 2.21 -0.05 0.16
C 0.92 0.43 0.16
C -0.50 0.02 -1.07
O -1.13 0.37 -2.26
N -1.49 -0.03 -0.17
C -1.14 -0.09 1.15
C 0.19 0.12 1.34
H 2.35 -1.02 0.41
H 2.92 0.30 -0.46
H -0.62 0.15 -3.05
H -2.45 0.15 -0.44
H -1.88 -0.36 1.88
H 0.62 0.02 2.34
*
```

Computed properties:
E_LUMO ... 0.78 eV
ΔE to the lowest compared entry with this formula, charge and spin ... 378.6 kJ/mol
Kohn-Sham gap ... 7.789 eV
Molar mass ... 98.105 g/mol

Results of the Löwdin charge analysis, in e, for atoms 1 through 5:
1. N 0.010
2. C -0.179
3. C -0.146
4. O -0.006
5. N 0.003

---

[5]
ORCA calculation (ωB97M-V/def2-TZVPD) on a molecular structure, C22H20Co2NO6.

```
! wB97M-V def2-TZVPD RIJCOSX def2/J DEFGRID3
* xyz -1 1
C -2.71 -2.41 2.54
C -1.63 -2.76 1.52
C -0.32 -2.04 1.84
N -0.49 -0.61 2.06
C 0.64 0.17 2.04
C 1.77 -0.16 1.33
C 0.60 1.45 2.83
C 0.36 2.69 2.22
C 0.27 3.86 2.99
C 0.46 3.80 4.37
C 0.75 2.58 4.98
C 0.82 1.42 4.21
C -1.62 -0.19 2.87
C -2.91 -0.91 2.53
H -3.64 -2.91 2.27
H -2.40 -2.74 3.54
H -1.42 -3.84 1.54
H -1.96 -2.49 0.51
H 0.11 -2.51 2.74
H 0.38 -2.20 1.01
H 2.57 0.56 1.36
H 1.90 -1.08 0.76
H 0.23 2.72 1.14
H 0.06 4.81 2.50
H 0.39 4.71 4.97
H 0.91 2.52 6.06
H 1.06 0.47 4.68
H -1.39 -0.37 3.93
H -1.79 0.89 2.75
H -3.26 -0.58 1.54
H -3.65 -0.61 3.28
O -2.25 2.10 -3.08
C -1.67 1.31 -3.69
Co -0.61 0.15 -4.47
C -1.22 -1.42 -3.97
O -1.54 -2.47 -3.59
C -0.93 0.33 -6.19
O -1.03 0.49 -7.33
C 1.27 0.70 -4.38
C 1.13 0.20 -3.07
C 0.84 0.67 -1.84
Co 2.21 -0.87 -4.53
C 1.89 -2.51 -3.98
O 1.66 -3.55 -3.54
C 3.90 -0.51 -4.22
O 4.99 -0.24 -3.94
C 2.10 -1.01 -6.29
O 1.97 -1.08 -7.44
H 1.61 1.68 -4.69
H 0.88 0.09 -0.94
H 0.70 1.74 -1.76
*
```

Computed properties:
E_LUMO ... 2.43 eV
ΔE to the lowest compared entry with this formula, charge and spin ... 101.8 kJ/mol
Kohn-Sham gap ... 5.768 eV
Molar mass ... 512.269 g/mol

Results of the Löwdin charge analysis, in e, for atoms 1 through 5:
1. C -0.215
2. C -0.182
3. C -0.165
4. N -0.081
5. C -0.296

---

[6]
ORCA calculation (ωB97M-V/def2-TZVPD) on a gas-phase ion, C7H16BN3O2 (charge +2).

```
! wB97M-V def2-TZVPD RIJCOSX def2/J DEFGRID3
* xyz 2 1
C -1.15 2.77 -2.46
N -1.77 1.48 -1.98
C -1.07 0.57 -1.44
C -1.75 -0.66 -0.84
C -0.69 -1.54 -0.19
C 0.47 -0.75 0.43
N 1.43 -1.71 1.11
C 2.71 -1.07 1.30
B 0.03 0.19 1.76
O -0.34 1.43 1.49
O -0.01 -0.51 2.83
C 1.13 0.09 -0.68
N 0.33 0.67 -1.47
H -0.36 2.93 -1.73
H -1.98 3.54 -2.39
H -1.09 2.78 -3.50
H -2.80 1.40 -1.93
H -2.42 -0.31 -0.03
H -2.43 -1.31 -1.47
H -1.22 -2.25 0.44
H -0.25 -2.25 -0.87
H 0.86 -2.20 1.95
H 1.75 -2.57 0.57
H 3.31 -1.34 0.49
H 2.71 -0.06 1.24
H 3.04 -1.42 2.26
H -0.53 2.11 2.17
H -0.13 -0.12 3.74
H 2.23 0.15 -0.79
*
```

Computed properties:
E_LUMO ... -7.95 eV
ΔE to the lowest compared entry with this formula, charge and spin ... 58.6 kJ/mol
Kohn-Sham gap ... 9.663 eV
Molar mass ... 185.036 g/mol
SMILES ... C/[NH+]=C1/CC[C@]([NH2+]C)(B(O)O)C=N1

Results of the Löwdin charge analysis, in e, for atoms 1 through 5:
1. C 0.044
2. N 0.117
3. C -0.231
4. C -0.046
5. C -0.110